Entry from the Open Molecules 2025 dataset: C26H35LaO2 as an isolated structure (ωB97M-V/def2-TZVPD).

Properties
* E_LUMO: 0.0004 hartree
* molar mass: 518.47 g/mol
* DFT total energy: -1193.65996 Eh
* HOMO: -5.2229 eV
* 2S+1: 1

Geometry (Å):
O  -0.437  1.969  -1.498
C  0.511  2.572  -2.548
C  -0.322  3.856  -2.568
H  0.382  1.988  -3.498
H  1.542  2.580  -2.151
C  -1.418  3.056  -1.774
H  -0.459  4.336  -3.550
H  0.213  4.587  -1.965
C  -2.408  2.357  -2.710
H  -1.858  1.856  -3.546
H  -3.183  3.038  -3.094
H  -2.939  1.537  -2.163
C  -2.021  3.699  -0.510
H  -1.291  4.292  0.063
H  -2.450  2.940  0.170
H  -2.845  4.408  -0.758
La  0.035  -0.225  0.429
C  0.996  1.388  2.494
C  2.081  0.487  2.365
C  2.719  0.712  1.115
H  2.499  -0.100  3.182
C  2.057  1.803  0.489
C  0.973  2.213  1.331
H  0.406  3.145  1.232
H  0.428  1.518  3.419
H  3.647  0.224  0.796
H  2.479  2.386  -0.335
C  -1.689  -0.536  2.663
C  -2.060  0.643  1.972
C  -2.646  0.261  0.728
H  -2.042  1.639  2.403
C  -2.590  -1.158  0.646
C  -1.982  -1.646  1.834
H  -1.908  -2.691  2.134
H  -1.403  -0.603  3.712
H  -3.232  0.923  0.088
H  -3.019  -1.780  -0.140
O  0.204  -1.103  -3.370
C  -0.317  -0.789  -4.737
C  0.409  -1.668  -5.786
H  -0.223  0.310  -4.949
H  -1.401  -1.054  -4.803
C  1.276  -2.643  -4.970
H  1.050  -1.085  -6.472
H  -0.314  -2.232  -6.396
C  1.024  -2.319  -3.474
H  2.341  -2.505  -5.187
H  0.991  -3.673  -5.193
H  1.990  -2.136  -2.948
H  0.512  -3.192  -3.006
C  1.072  -2.947  2.103
C  1.145  -2.715  3.485
C  0.011  -2.938  4.303
C  -0.052  -2.404  5.581
C  1.047  -1.697  6.101
C  2.241  -1.585  5.364
C  2.306  -2.160  4.106
H  0.365  -3.713  1.788
H  2.000  -2.848  1.563
H  -0.817  -3.492  3.858
H  -0.954  -2.566  6.182
H  0.994  -1.296  7.111
H  3.117  -1.083  5.789
H  3.221  -2.139  3.502